{"formula": "C39H28Cl6N8O4S3SeSr", "method": "the ωB97M-V functional and the def2-TZVPD basis", "symbols": ["Sr", "C", "C", "N", "C", "C", "S", "C", "C", "S", "C", "N", "C", "H", "H", "H", "H", "H", "H", "H", "H", "N", "C", "C", "C", "C", "C", "C", "N", "C", "C", "C", "S", "C", "N", "H", "H", "H", "H", "H", "H", "H", "N", "C", "C", "C", "C", "C", "C", "C", "H", "H", "H", "H", "H", "C", "N", "C", "Se", "N", "C", "C", "C", "C", "C", "C", "H", "H", "H", "H", "H", "H", "H", "H", "O", "Cl", "O", "O", "O", "Cl", "C", "C", "C", "Cl", "C", "Cl", "C", "Cl", "C", "Cl"], "positions_angstrom": [[1.03403, 1.11574, -1.15498], [-3.61231, 3.08699, 0.01020], [-3.82316, 1.69341, -0.47851], [-3.21840, 0.64085, -0.00824], [-3.59945, -0.50286, -0.68265], [-4.52127, -0.31252, -1.65816], [-4.90804, 1.34931, -1.77444], [-2.98638, -1.80269, -0.36423], [-3.62899, -2.99735, -0.29931], [-2.49307, -4.24031, 0.02633], [-1.22352, -3.06522, 0.05722], [-1.63181, -1.85451, -0.15991], [0.20121, -3.43593, 0.30148], [-3.00117, 3.07702, 0.90867], [-4.56301, 3.57789, 0.21926], [-3.08425, 3.67722, -0.74187], [-4.91873, -1.04486, -2.34010], [-4.68385, -3.18873, -0.40193], [0.30955, -3.97264, 1.24501], [0.80180, -2.52847, 0.33262], [0.58872, -4.07108, -0.49601], [-1.69008, 2.79499, -4.02726], [-2.13161, 1.55025, -4.43993], [-2.74960, 1.11151, -5.60546], [-2.97880, -0.24669, -5.70501], [-2.59286, -1.13592, -4.68788], [-1.98764, -0.68878, -3.53269], [-1.77637, 0.68208, -3.40795], [-1.15485, 1.38866, -2.38884], [-1.10629, 2.63438, -2.80903], [-0.48043, 3.74438, -2.06426], [-0.28195, 5.01307, -2.51895], [0.54502, 5.92246, -1.33741], [0.56918, 4.56132, -0.31211], [0.00805, 3.49776, -0.79906], [-1.73283, 3.64893, -4.55361], [-3.01959, 1.79013, -6.40333], [-3.44646, -0.63892, -6.59806], [-2.76364, -2.19542, -4.82465], [-1.66236, -1.36839, -2.75402], [-0.55125, 5.44334, -3.46863], [1.03128, 4.58384, 0.66429], [0.86011, 0.17878, 1.21958], [1.65584, -0.16154, 1.97155], [2.67055, -0.60267, 2.87913], [2.49814, -1.78838, 3.58966], [3.50241, -2.20711, 4.44527], [4.66044, -1.45155, 4.57997], [4.82734, -0.27573, 3.85938], [3.83248, 0.15786, 3.00005], [1.59068, -2.36507, 3.46719], [3.38479, -3.12705, 5.00201], [5.44471, -1.78767, 5.24548], [5.73750, 0.29925, 3.95951], [3.94564, 1.05925, 2.41155], [0.41096, 1.38619, 5.33518], [-0.43136, 0.73959, 4.35306], [-1.00663, 1.33951, 3.27217], [-0.86161, 3.10136, 2.79095], [-1.70134, 0.38498, 2.61448], [-1.57220, -0.83122, 3.25292], [-2.08752, -2.08908, 2.97867], [-1.76895, -3.10982, 3.86340], [-0.98085, -2.87829, 4.99445], [-0.47695, -1.61544, 5.27539], [-0.77813, -0.60494, 4.37670], [0.75590, 2.32874, 4.91791], [1.26432, 0.74275, 5.55296], [-0.14474, 1.58168, 6.25327], [-2.11424, 0.52604, 1.67849], [-2.71954, -2.26558, 2.11642], [-2.15257, -4.10466, 3.67860], [-0.76680, -3.69705, 5.66842], [0.12882, -1.43136, 6.15246], [2.95208, 2.19133, -0.13500], [3.52985, 2.75383, -1.37856], [4.64182, 1.97833, -1.79256], [3.86649, 4.12004, -1.16179], [2.44454, 2.66625, -2.37036], [3.50876, -1.80375, -0.26999], [3.32429, -1.66890, -2.02561], [2.39079, -0.77414, -2.50661], [2.39218, -0.64775, -3.88095], [1.31687, 0.56965, -4.60139], [3.19842, -1.37545, -4.75031], [3.12776, -1.15900, -6.46005], [4.08494, -2.30273, -4.20351], [5.08966, -3.25325, -5.23251], [4.16162, -2.44754, -2.81850], [5.27790, -3.57292, -2.13509]], "atomic_forces_ev_per_a": [[-0.546, -1.401, 0.204], [-0.027, -0.009, -0.062], [0.125, -0.136, 0.095], [0.008, 0.007, -0.017], [-0.148, 0.026, 0.087], [-0.050, 0.060, -0.033], [-0.048, -0.064, -0.003], [-0.127, 0.232, -0.066], [0.010, -0.075, 0.035], [-0.036, 0.018, -0.021], [0.069, -0.065, -0.072], [0.335, 0.150, -0.051], [-0.008, 0.036, 0.000], [0.046, -0.036, 0.078], [0.002, 0.003, -0.001], [-0.014, 0.002, -0.024], [-0.010, 0.008, -0.014], [-0.010, -0.020, 0.002], [-0.006, -0.003, 0.022], [-0.025, -0.024, -0.003], [-0.012, -0.003, -0.005], [-0.023, -0.007, 0.010], [0.041, 0.026, -0.024], [-0.016, -0.017, -0.011], [0.007, 0.029, 0.014], [0.004, 0.004, 0.010], [0.036, -0.051, -0.024], [0.054, -0.097, 0.026], [-0.194, 0.461, -0.347], [-0.099, 0.199, 0.215], [-0.134, -0.111, -0.146], [-0.010, -0.036, 0.077], [-0.029, 0.010, -0.041], [-0.012, -0.085, 0.070], [-0.250, 0.184, -0.363], [-0.027, 0.011, 0.000], [-0.003, 0.003, -0.004], [-0.004, -0.001, -0.006], [0.003, -0.012, -0.008], [-0.020, 0.040, -0.042], [0.008, 0.010, -0.019], [0.020, -0.004, -0.001], [-0.059, -0.045, 0.125], [0.124, -0.166, 0.095], [0.030, 0.063, 0.011], [0.000, 0.000, -0.008], [0.003, 0.003, 0.001], [0.000, 0.002, -0.003], [-0.006, -0.003, 0.000], [-0.005, -0.010, 0.012], [0.000, 0.005, 0.001], [0.002, -0.004, 0.001], [0.002, 0.000, 0.004], [0.004, 0.002, -0.001], [0.002, 0.002, -0.002], [-0.014, 0.013, -0.012], [-0.064, -0.029, -0.079], [0.040, 0.082, -0.006], [0.034, -0.072, 0.090], [-0.134, 0.082, -0.364], [-0.049, -0.122, 0.076], [-0.036, -0.008, 0.011], [0.016, 0.032, 0.020], [0.002, 0.012, -0.018], [0.011, -0.023, -0.012], [-0.006, 0.019, -0.008], [-0.005, 0.007, 0.002], [-0.002, 0.009, -0.010], [0.006, -0.005, 0.001], [0.026, 0.049, 0.324], [0.026, 0.038, 0.170], [-0.003, -0.010, 0.001], [0.000, -0.002, 0.006], [0.000, -0.003, 0.008], [0.604, 0.242, -0.065], [0.045, 0.319, 0.171], [0.002, 0.016, 0.011], [0.005, 0.030, 0.016], [0.553, 0.294, -0.101], [-0.025, -0.041, -0.029], [-0.015, -0.045, 0.087], [0.074, 0.095, -0.029], [-0.092, 0.078, -0.095], [0.020, -0.143, 0.054], [0.035, -0.047, 0.052], [-0.008, 0.003, -0.022], [-0.017, 0.009, 0.007], [0.001, 0.002, 0.000], [-0.019, 0.012, -0.044], [0.011, -0.007, 0.011]], "homo_ha": -0.2785, "e_above_lowest_kcal_mol": 21.7, "e_tot_ha": -8629.80751, "fmax_ev_per_a": 1.52}

{"formula": "C39H29N2O11PS3Ta", "method": "the ωB97M-V functional and the def2-TZVPD basis", "symbols": ["Ta", "O", "S", "O", "O", "C", "C", "C", "C", "C", "C", "P", "C", "C", "C", "C", "C", "C", "C", "C", "C", "C", "C", "C", "H", "H", "H", "H", "H", "H", "H", "H", "H", "H", "H", "H", "H", "H", "O", "S", "O", "O", "C", "C", "C", "C", "C", "C", "S", "O", "O", "O", "H", "H", "H", "H", "O", "C", "N", "C", "C", "O", "N", "C", "C", "C", "C", "C", "C", "C", "C", "C", "C", "C", "C", "H", "H", "H", "H", "H", "H", "H", "H", "H", "H", "H"], "positions_angstrom": [[0.16606, 0.45189, 0.02776], [1.19386, 2.80299, 2.94027], [1.56897, 1.80964, 2.00852], [1.36893, 2.14342, 0.53648], [0.79334, 0.51029, 2.06207], [3.24142, 1.37537, 2.18182], [3.95705, 1.92674, 3.23162], [5.28107, 1.55564, 3.39973], [5.85235, 0.64249, 2.52628], [5.11560, 0.10049, 1.48024], [3.78790, 0.45852, 1.28238], [2.88144, -0.22826, -0.17048], [3.45443, -1.94396, -0.16675], [2.76593, -2.84402, 0.64455], [3.19556, -4.15719, 0.74501], [4.31821, -4.57653, 0.04744], [5.02433, -3.67576, -0.73708], [4.60070, -2.35999, -0.84226], [3.65926, 0.71285, -1.51941], [3.88878, 0.15735, -2.78076], [4.45989, 0.92739, -3.78254], [4.78268, 2.25621, -3.55071], [4.54224, 2.81684, -2.30576], [3.99316, 2.04857, -1.29201], [3.47671, 2.63038, 3.89707], [5.85868, 1.97614, 4.21092], [6.88432, 0.34482, 2.65470], [5.58253, -0.61381, 0.81485], [1.89668, -2.52892, 1.19964], [2.64630, -4.84994, 1.36837], [4.64896, -5.60387, 0.12114], [5.91002, -3.99641, -1.26914], [5.17026, -1.66530, -1.44440], [3.61160, -0.86510, -2.98253], [4.65144, 0.48345, -4.75118], [5.22233, 2.85463, -4.33756], [4.78766, 3.85317, -2.11668], [3.82503, 2.50004, -0.32334], [-0.50881, -3.26084, 1.88613], [-1.18781, -2.26011, 1.13408], [-2.14839, -2.61679, 0.15300], [-0.03716, -1.41501, 0.43416], [-1.95450, -1.14862, 2.33369], [-2.03045, -1.69441, 3.60772], [-2.73302, -1.05335, 4.61966], [-3.38297, 0.14195, 4.37417], [-3.31031, 0.71229, 3.11336], [-2.60324, 0.07939, 2.10262], [-2.44507, 1.03190, 0.62907], [-3.62441, 1.74418, 0.34423], [-1.89925, 0.08123, -0.39894], [-1.18604, 1.85802, 0.83499], [-1.54656, -2.64105, 3.79548], [-2.77512, -1.50809, 5.59977], [-3.94174, 0.63878, 5.15478], [-3.80105, 1.65360, 2.90399], [1.45315, -1.55950, -2.41231], [0.85334, -0.59409, -2.82618], [0.46944, -0.29518, -4.08532], [-0.35585, 0.91301, -4.19730], [-0.40098, 1.33239, -2.72292], [-0.97695, 2.25823, -2.20969], [0.38326, 0.44808, -1.98597], [0.32971, 2.03991, -4.96857], [-0.34406, 3.24999, -5.11734], [0.25615, 4.29699, -5.79456], [1.52832, 4.14451, -6.33325], [2.19907, 2.94229, -6.18419], [1.60361, 1.89161, -5.49581], [-1.73688, 0.56051, -4.73723], [-2.73496, 0.09686, -3.88720], [-3.95581, -0.31096, -4.40423], [-4.18263, -0.26637, -5.77069], [-3.18592, 0.18845, -6.62320], [-1.96698, 0.60279, -6.10877], [0.53457, -0.98167, -4.81890], [-1.33683, 3.36616, -4.70134], [-0.27155, 5.23470, -5.90677], [1.99103, 4.96181, -6.87023], [3.18843, 2.81491, -6.60458], [2.13708, 0.96073, -5.37014], [-2.57324, 0.05328, -2.81757], [-4.72981, -0.66321, -3.73544], [-5.13587, -0.58346, -6.17193], [-3.35760, 0.22612, -7.69058], [-1.19762, 0.97284, -6.77462]], "atomic_forces_ev_per_a": [[0.192, 0.091, -0.304], [-0.030, 0.010, -0.010], [0.045, 0.172, 0.024], [-0.219, -0.129, -0.076], [0.115, -0.120, 0.104], [-0.022, -0.086, -0.061], [-0.010, 0.028, 0.038], [0.033, -0.033, -0.024], [-0.017, 0.024, 0.013], [-0.026, -0.022, -0.009], [0.068, 0.031, 0.029], [-0.180, -0.076, -0.035], [0.037, 0.019, 0.056], [0.037, 0.034, -0.069], [-0.013, -0.005, 0.024], [0.011, 0.006, 0.000], [0.006, 0.000, -0.003], [-0.048, 0.028, -0.039], [0.029, -0.074, -0.066], [-0.028, 0.094, 0.041], [0.025, -0.008, 0.020], [0.010, -0.005, 0.009], [0.003, 0.009, -0.007], [-0.021, 0.008, 0.013], [0.004, 0.004, 0.001], [0.008, -0.006, -0.001], [0.005, 0.005, 0.006], [0.004, 0.015, 0.017], [-0.075, -0.010, 0.028], [-0.002, 0.000, -0.003], [0.001, -0.002, -0.003], [0.002, 0.003, -0.003], [-0.011, 0.007, -0.037], [0.022, -0.096, 0.000], [0.001, -0.005, 0.003], [-0.002, -0.002, -0.003], [0.004, 0.001, -0.004], [0.017, 0.006, -0.026], [0.038, 0.078, -0.016], [-0.167, -0.376, 0.138], [-0.009, 0.074, -0.013], [0.074, 0.512, 0.174], [-0.017, -0.013, 0.014], [0.029, 0.003, -0.101], [-0.047, 0.066, 0.028], [0.020, -0.066, 0.060], [0.025, 0.006, -0.100], [-0.004, -0.021, -0.030], [-0.218, -0.156, 0.174], [0.003, 0.080, -0.094], [0.112, 0.109, -0.114], [0.105, -0.212, 0.021], [0.005, -0.007, 0.006], [-0.008, 0.009, 0.005], [0.002, -0.009, 0.008], [-0.002, 0.004, 0.009], [0.050, 0.017, -0.052], [-0.141, -0.083, -0.055], [0.069, 0.177, 0.049], [0.027, -0.054, -0.045], [0.047, 0.168, 0.138], [0.028, -0.067, -0.058], [0.067, -0.079, 0.219], [0.006, -0.064, 0.022], [-0.002, -0.002, -0.008], [-0.018, 0.006, 0.018], [0.023, -0.014, -0.010], [-0.022, 0.001, 0.012], [-0.050, 0.028, -0.005], [0.009, -0.012, -0.030], [0.009, 0.001, -0.046], [0.021, 0.005, 0.065], [0.017, 0.013, -0.071], [-0.027, -0.017, 0.027], [-0.003, 0.024, 0.037], [-0.027, -0.026, -0.004], [0.001, 0.013, -0.006], [0.000, 0.000, 0.000], [-0.001, 0.004, -0.001], [0.001, 0.004, -0.005], [0.004, -0.027, -0.009], [-0.005, -0.014, 0.022], [0.003, 0.000, 0.002], [0.000, 0.001, -0.003], [-0.006, -0.001, -0.001], [0.005, 0.002, -0.011]], "charge": 1, "homo_ha": -0.4166, "e_above_lowest_kcal_mol": 8.1, "e_tot_ha": -4033.67013, "fmax_ev_per_a": 0.55}